[1]
Molecular formula: CH29O17
Method: DFT, wB97M-V/def2-TZVPD

Values from the calculation:
HOMO energy = -7.23 eV
Spin multiplicity = 1
Charge = -1
Energy above the lowest of the compared OMol25 structures with the same formula, charge and spin = 97.0 kJ/mol

Each line ends with the natural charge from an NBO analysis.
Element x y z (Å)
C: -2.6945 -4.2831 -2.4548  1.015
O: -1.8940 -5.0687 -1.9148  -0.811
O: -2.5502 -2.9622 -2.4769  -0.755
O: -3.6890 -4.6914 -3.0584  -0.806
H: -1.7866 -2.6289 -1.9218  0.513
O: -0.5838 -3.8999 0.5699  -0.919
H: -0.6461 -3.5305 -0.2919  0.460
H: 0.1348 -3.3597 0.8829  0.457
O: -5.4127 -2.8225 -1.4764  -0.993
H: -5.3521 -3.7415 -1.6562  0.481
H: -5.7281 -2.5380 -2.3703  0.505
O: -3.0946 -7.5041 -2.1018  -0.940
H: -3.1654 -6.5875 -1.9434  0.481
H: -3.9463 -7.8983 -1.9720  0.450
O: -5.8986 -3.0048 -4.6398  -1.009
H: -5.9622 -3.9168 -4.3848  0.476
H: -4.9685 -2.9712 -4.8879  0.478
O: -3.2549 -3.2841 -5.2778  -0.971
H: -3.2988 -3.7686 -4.3831  0.483
H: -3.0686 -2.4259 -4.8974  0.466
O: -5.7905 -5.5866 -4.0373  -0.969
H: -6.4275 -5.7818 -3.3238  0.456
H: -4.9708 -5.2702 -3.6076  0.502
O: 0.5542 -5.7229 -2.3728  -0.959
H: -0.3021 -5.5490 -2.0370  0.497
H: 1.1612 -5.2592 -1.7118  0.444
O: -3.6633 -0.7917 -3.1371  -0.950
H: -2.9811 -0.1543 -3.0702  0.444
H: -3.2174 -1.5888 -2.8742  0.476
O: -3.5973 -2.8863 0.5793  -0.975
H: -4.0992 -3.2976 -0.0909  0.513
H: -4.0694 -2.6927 1.3881  0.486
O: -1.9403 -0.8934 0.2394  -0.983
H: -1.3688 -1.0900 -0.5268  0.456
H: -2.6486 -1.4960 0.3197  0.497
O: -3.1644 -6.8177 -5.3126  -0.950
H: -3.1881 -6.5722 -4.3870  0.486
H: -2.5542 -6.2046 -5.7149  0.462
O: -2.7065 -5.7586 0.4767  -0.977
H: -2.6700 -4.9712 1.0000  0.488
H: -2.5549 -5.4833 -0.4404  0.484
O: -0.1178 -2.2306 -1.6882  -0.962
H: 0.1972 -3.0062 -2.1428  0.504
H: 0.1984 -1.5864 -2.3568  0.496
O: -5.1623 -5.4874 -0.6417  -0.987
H: -4.4041 -5.7601 -0.1166  0.498
H: -5.4301 -6.3227 -1.0163  0.460

[2]
Molecular formula: CH2AlO4
Method: DFT, wB97M-V/def2-TZVPD

Values from the calculation:
HOMO energy = -14.47 eV
Spin multiplicity = 1
Charge = +1
Energy above the lowest of the compared OMol25 structures with the same formula, charge and spin = 694.2 kJ/mol

Each line ends with the natural charge from an NBO analysis.
Element x y z (Å)
Al: 5.1324 -0.4582 10.5630  1.250
O: 3.1717 1.4636 10.7668  -0.602
H: 2.4418 1.3580 10.1260  0.459
O: 8.3807 3.0313 10.5143  -0.616
C: 7.6105 1.9624 10.3861  0.938
O: 6.8309 1.8939 9.4192  -0.357
O: 7.5409 1.0606 11.2800  -0.593
H: 8.8809 2.8985 11.3229  0.520

[3]
Molecular formula: CH2BNO
Method: DFT, wB97M-V/def2-TZVPD

Values from the calculation:
HOMO energy = -12.11 eV
Spin multiplicity = 1
SMILES = N#CBO
Energy above the lowest of the compared OMol25 structures with the same formula, charge and spin = 0.0 kJ/mol

Each line ends with the natural charge from an NBO analysis.
Element x y z (Å)
N: -2.4450 -0.1647 0.0005  -0.266
C: -1.2980 -0.1658 -0.0004  -0.030
B: 0.2397 -0.2247 -0.0005  0.692
O: 0.8939 0.9267 0.0001  -0.825
H: 0.7587 -1.2864 0.0005  -0.080
H: 1.8507 0.9150 -0.0003  0.509

[4]
Molecular formula: CH2Br2ClOP
Method: DFT, wB97M-V/def2-TZVPD

Values from the calculation:
HOMO energy (spin up / spin down) = -9.73 / -9.26 eV
Spin multiplicity = 1
Energy above the lowest of the compared OMol25 structures with the same formula, charge and spin = 339.3 kJ/mol

Each line ends with the natural charge from an NBO analysis.
Element x y z (Å)
C: 0.0689 -1.9984 -0.8407  -0.387
O: -1.4462 2.2496 1.1340  -0.994
P: -0.4845 1.4437 0.3893  1.286
Cl: -0.6505 -1.2361 0.3640  0.253
Br: 0.7960 3.0286 -0.6890  -0.217
Br: 1.1156 1.0762 2.1970  -0.337
H: -0.4958 -2.3554 -1.6504  0.193
H: 1.0966 -2.2081 -0.9041  0.203

[5]
Molecular formula: CH2Br2ClOP
Method: DFT, wB97M-V/def2-TZVPD

Values from the calculation:
HOMO energy (spin up / spin down) = -9.10 / -9.19 eV
Spin multiplicity = 1
Energy above the lowest of the compared OMol25 structures with the same formula, charge and spin = 244.8 kJ/mol

Each line ends with the natural charge from an NBO analysis.
Element x y z (Å)
C: -1.5356 0.2458 0.1882  -0.451
O: 1.8005 -0.6050 -1.8563  -1.027
P: 1.1351 -0.4830 -0.5795  1.308
Cl: -1.2141 1.6366 1.0379  0.145
Br: 1.7388 -1.9797 0.8533  -0.187
Br: 1.7878 1.4669 0.4310  -0.267
H: -1.6670 -0.8241 0.6908  0.253
H: -2.0454 0.5424 -0.7654  0.226

[6]
Molecular formula: CH2Br2N2O
Method: DFT, wB97M-V/def2-TZVPD

Values from the calculation:
HOMO energy (spin up / spin down) = -7.72 / -7.72 eV
Spin multiplicity = 1
Energy above the lowest of the compared OMol25 structures with the same formula, charge and spin = 329.4 kJ/mol

Each line ends with the natural charge from an NBO analysis.
Element x y z (Å)
C: -0.6293 0.7848 0.0849  0.959
N: -1.4222 -0.1780 0.0648  -0.809
N: 1.6517 -0.4215 0.5379  -0.838
O: -0.1618 1.8129 -0.1667  -0.357
Br: 2.6597 1.1242 -0.1333  0.092
Br: 1.2925 -1.9671 -0.5429  0.056
H: -0.9714 -0.9986 -0.1524  0.448
H: -2.4192 -0.1566 0.3076  0.450

[7]
Molecular formula: CH2BrI
Method: DFT, wB97M-V/def2-TZVPD

Values from the calculation:
HOMO energy = -8.92 eV
Spin multiplicity = 1
Energy above the lowest of the compared OMol25 structures with the same formula, charge and spin = 365.7 kJ/mol

Each line ends with the natural charge from an NBO analysis.
Element x y z (Å)
C: -0.5590 -0.1749 0.4932  -0.376
Br: -1.7852 -0.5098 -0.8254  0.153
I: -0.2842 -1.7612 1.7986  0.215
H: 1.3109 1.6048 -0.6478  0.015
H: 1.3176 0.8411 -0.8186  -0.007

[8]
Molecular formula: CH2BrN3
Method: DFT, wB97M-V/def2-TZVPD

Values from the calculation:
HOMO energy (spin up / spin down) = -9.60 / -9.60 eV
Spin multiplicity = 1
SMILES = N#CN(N)Br
Energy above the lowest of the compared OMol25 structures with the same formula, charge and spin = 317.1 kJ/mol

Each line ends with the natural charge from an NBO analysis.
Element x y z (Å)
N: 1.8388 1.2073 1.1062  -0.323
C: 1.0601 0.5840 0.5406  0.376
N: 0.2490 -0.1663 -0.2505  -0.284
N: -1.0257 0.1888 -0.3474  -0.539
Br: 1.0519 -2.1430 -0.3279  0.022
H: -1.5595 0.2602 0.4527  0.357
H: -1.6144 0.0689 -1.1737  0.392

[9]
Molecular formula: CH2BrNO4
Method: DFT, wB97M-V/def2-TZVPD

Values from the calculation:
HOMO energy (spin up / spin down) = -9.82 / -9.77 eV
Spin multiplicity = 1
Energy above the lowest of the compared OMol25 structures with the same formula, charge and spin = 448.8 kJ/mol

Each line ends with the natural charge from an NBO analysis.
Element x y z (Å)
C: 0.4396 -0.2211 -0.4749  0.463
N: 0.0928 1.1531 0.1225  0.516
O: 0.7119 1.5016 1.0369  -0.274
O: -0.8531 1.6126 -0.4839  -0.388
O: -0.2557 -0.5587 -1.5357  -0.638
O: -0.7836 -1.0568 1.1595  -0.912
Br: 2.0492 -1.0445 -0.0628  0.230
H: -1.2069 -0.0339 -1.6352  0.565
H: -0.1942 -1.3523 1.8736  0.440

Which of these has the highest energy above the lowest of the compared OMol25 structures with the same formula, charge and spin? CH2AlO4